Run A
A cluster of 2 separate species, C7H13N3O in total, computed with wB97M-V/def2-TZVPD.

Its spin multiplicity is 1. Its SMILES is N[C@@H]1C(O)[C@H]1N.c1cc[nH]c1. The calculation puts the LUMO energy at 0.7 eV.

Bonds (Å) are listed after each position.
Element x y z (Å)
1 N 1.752 2.208 -0.272  C2 1.449, H7 1.011, H8 1.016
2 C 1.549 0.774 -0.253  N1 1.449, C3 1.512, C5 1.529, H9 1.098
3 C 1.647 0.026 1.057  C2 1.512, O4 1.370, C5 1.508, H10 1.092
4 O 0.769 -0.990 1.326  C3 1.370, H11 0.995
5 C 2.589 -0.330 -0.065  C2 1.529, C3 1.508, N6 1.444, H12 1.096
6 N 2.268 -1.624 -0.621  C5 1.444, H13 1.009, H14 1.012
7 H 2.515 2.508 0.319  N1 1.011
8 H 1.973 2.531 -1.210  N1 1.016
9 H 0.739 0.471 -0.930  C2 1.098
10 H 1.984 0.595 1.926  C3 1.092
11 H 1.006 -1.692 0.663  O4 0.995
12 H 3.650 -0.065 0.007  C5 1.096
13 H 2.971 -2.341 -0.523  N6 1.009
14 H 1.934 -1.636 -1.575  N6 1.012
15 C -3.468 -0.204 -0.922  C16 1.444, C19 1.355, H20 1.083
16 C -3.849 0.132 0.430  C15 1.444, C17 1.367, H21 1.083
17 C -2.681 0.218 1.134  C16 1.367, N18 1.360, H22 1.081
18 N -1.634 -0.095 0.324  C17 1.360, C19 1.365, H23 1.016
19 C -2.118 -0.323 -0.931  C15 1.355, N18 1.365, H24 1.088
20 H -4.114 -0.250 -1.790  C15 1.083
21 H -4.836 0.309 0.839  C16 1.083
22 H -2.500 0.508 2.160  C17 1.081
23 H -0.686 -0.192 0.675  N18 1.016
24 H -1.459 -0.537 -1.769  C19 1.088



Run B
A cluster of 2 separate species, C7H13N3O in total, computed with wB97M-V/def2-TZVPD.

Its spin multiplicity is 1. Its SMILES is CCc1c[nH]cn1.CC(N)=O. The calculation puts the LUMO energy at 0.8 eV.

Bonds (Å) are listed after each position.
Element x y z (Å)
1 C -0.615 -1.741 1.437  C2 1.547, H8 1.080, H9 1.086, H10 1.094
2 C -1.426 -0.522 0.939  C1 1.547, C3 1.496, H11 1.085, H12 1.087
3 C -0.691 0.762 1.162  C2 1.496, C4 1.372, N7 1.366
4 C -1.214 1.985 0.825  C3 1.372, N5 1.379, H13 1.074
5 N -0.199 2.887 1.063  C4 1.379, C6 1.363, H14 1.013
6 C 0.846 2.178 1.575  N5 1.363, N7 1.297, H15 1.076
7 N 0.590 0.908 1.612  C3 1.366, C6 1.297
8 H 0.434 -1.488 1.479  C1 1.080
9 H -0.747 -2.579 0.759  C1 1.086
10 H -0.925 -1.961 2.463  C1 1.094
11 H -1.603 -0.633 -0.126  C2 1.085
12 H -2.400 -0.605 1.413  C2 1.087
13 H -2.119 2.285 0.330  C4 1.074
14 H -0.298 3.884 1.210  N5 1.013
15 H 1.790 2.665 1.753  C6 1.076
16 C 1.369 -1.668 -1.352  C17 1.502, H20 1.094, H21 1.088, H22 1.085
17 C 0.333 -0.895 -2.117  C16 1.502, N18 1.360, O19 1.215
18 N 0.809 0.242 -2.692  C17 1.360, H23 1.006, H24 1.003
19 O -0.795 -1.284 -2.345  C17 1.215
20 H 1.947 -0.998 -0.709  C16 1.094
21 H 2.049 -2.246 -1.974  C16 1.088
22 H 0.910 -2.404 -0.699  C16 1.085
23 H 0.173 0.737 -3.295  N18 1.006
24 H 1.780 0.491 -2.712  N18 1.003



Most favorable first, least favorable last: run B, run A